(1)
Below is a 3-piece molecular cluster, C16H38O8P overall at a distorted geometry, with properties calculated with ωB97M-V/def2-TZVPD.

## Properties
Net charge = +1
LUMO energy = -0.1244 hartree
Electronic energy = -1575.2464 hartree
HOMO level = -11.361 eV
2S+1 = 1
Kohn-Sham gap = 0.2931 Ha

```
63
Properties=species:S:1:pos:R:3:mulliken_charge:R:1
C 4.804 -1.069 -0.339 -0.94
C 4.904 0.476 -0.158 0.64
O 5.937 0.967 -0.361 -0.41
O 3.824 1.246 0.277 -0.34
C 2.872 1.513 -0.738 -0.39
C 1.888 0.335 -1.023 -0.46
P 0.710 0.008 0.351 0.09
H 4.402 -1.290 -1.342 0.26
H 4.090 -1.418 0.435 0.31
H 5.796 -1.496 -0.165 0.32
H 2.250 2.359 -0.386 0.21
H 3.321 1.820 -1.701 0.39
H 2.374 -0.615 -1.297 0.32
H 1.267 0.617 -1.899 0.39
H 1.311 -0.275 1.593 0.22
H -0.064 -1.115 -0.042 0.21
H -0.205 1.089 0.404 0.18
C -0.187 5.899 -4.532 -0.82
O -1.274 5.378 -3.786 -0.29
C -1.295 3.972 -3.663 -0.60
C -1.412 3.501 -2.219 -0.28
O -0.332 3.819 -1.344 -0.40
C -0.068 5.195 -1.057 -0.31
C -1.160 5.971 -0.333 -0.57
O -2.342 6.096 -1.097 -0.29
C -3.528 5.703 -0.433 -0.84
H -0.483 6.040 -5.574 0.27
H 0.073 6.871 -4.112 0.25
H 0.699 5.260 -4.480 0.38
H -0.411 3.517 -4.124 0.34
H -2.167 3.604 -4.215 0.40
H -1.449 2.406 -2.245 0.43
H -2.359 3.813 -1.781 0.11
H 0.244 5.707 -1.967 0.12
H 0.814 5.189 -0.410 0.42
H -0.780 6.983 -0.153 0.39
H -1.355 5.507 0.639 0.35
H -3.349 4.917 0.307 0.39
H -4.220 5.309 -1.180 0.25
H -3.997 6.567 0.046 0.27
C -1.782 -7.824 1.791 -0.83
O -0.906 -6.950 2.483 -0.29
C 0.321 -6.694 1.829 -0.55
C 0.617 -5.209 1.674 -0.24
O -0.272 -4.453 0.853 -0.46
C -1.630 -4.328 1.278 -0.27
C -1.878 -3.607 2.600 -0.37
O -1.325 -4.295 3.702 -0.27
C -0.498 -3.515 4.542 -0.77
H -1.642 -8.849 2.143 0.27
H -2.805 -7.519 2.013 0.25
H -1.643 -7.780 0.707 0.40
H 0.359 -7.177 0.847 0.35
H 1.117 -7.140 2.436 0.38
H 1.593 -5.130 1.187 0.43
H 0.737 -4.729 2.645 0.09
H -2.110 -5.306 1.268 0.01
H -2.127 -3.754 0.489 0.45
H -2.961 -3.559 2.757 0.40
H -1.504 -2.578 2.531 0.20
H 0.009 -2.711 3.997 0.31
H 0.268 -4.169 4.964 0.25
H -1.083 -3.097 5.366 0.27
```

(2)
Below is a 3-piece molecular cluster, C16H39NO4PS overall at a distorted geometry, with properties calculated with ωB97M-V/def2-TZVPD.

## Properties
Net charge = +1
LUMO energy = -0.1108 hartree
Electronic energy = -1727.9333 hartree
HOMO level = -11.214 eV
2S+1 = 1
Kohn-Sham gap = 0.3013 Ha

```
62
Properties=species:S:1:pos:R:3:mulliken_charge:R:1
C -1.935 4.011 -5.938 -1.01
C -0.918 4.582 -4.883 -0.58
P 0.461 3.382 -4.438 0.08
C 1.454 3.086 -5.998 -1.28
C -0.464 1.809 -3.926 -0.56
C -0.821 2.066 -2.399 -1.19
C -0.189 0.778 -1.745 0.16
C 0.978 0.918 -0.751 -1.10
S 2.479 1.610 -1.513 0.86
O 2.726 2.980 -1.004 -0.61
O 2.444 1.499 -2.994 -0.54
C -0.097 -0.291 -2.867 -0.92
N 0.215 0.487 -4.127 0.00
H -1.379 3.339 -6.614 0.26
H -2.439 4.819 -6.483 0.35
H -2.662 3.377 -5.406 0.29
H -1.452 4.788 -3.938 0.39
H -0.425 5.508 -5.212 0.43
H 2.520 2.975 -5.752 0.34
H 1.099 2.247 -6.623 0.41
H 1.381 4.015 -6.593 0.41
H -1.385 1.729 -4.532 0.75
H -1.915 2.041 -2.311 0.25
H -0.321 3.002 -2.117 0.50
H -1.006 0.375 -1.114 0.61
H 0.674 1.522 0.117 0.37
H 1.238 -0.087 -0.369 0.46
H 3.519 0.811 -1.065 0.19
H 0.547 -1.147 -2.635 0.39
H -1.157 -0.561 -3.009 0.43
H 1.184 0.484 -4.459 0.42
H -0.268 -0.039 -4.856 0.42
C 3.706 0.225 4.947 -1.12
C 3.487 0.066 3.453 -0.20
O 2.913 -1.180 3.091 -0.47
C 1.628 -1.452 3.626 -0.14
C 0.569 -0.457 3.190 -0.55
H 4.277 -0.616 5.343 0.29
H 4.248 1.148 5.155 0.40
H 2.760 0.265 5.492 0.26
H 4.452 0.110 2.947 0.39
H 2.886 0.893 3.056 0.19
H 1.673 -1.522 4.717 0.31
H 1.354 -2.444 3.263 0.13
H 0.760 0.539 3.596 0.32
H -0.417 -0.774 3.534 0.34
H 0.555 -0.370 2.100 -0.16
C -1.161 -5.113 3.325 -1.08
C -1.489 -4.239 4.523 -0.40
O -2.025 -2.973 4.175 -0.35
C -3.249 -2.986 3.460 -0.33
C -4.392 -3.633 4.222 -1.10
H -0.518 -4.577 2.623 0.26
H -0.651 -6.022 3.646 0.41
H -2.061 -5.410 2.783 0.30
H -0.570 -4.035 5.075 0.35
H -2.158 -4.760 5.215 0.36
H -3.114 -3.460 2.482 0.33
H -3.496 -1.940 3.270 0.32
H -4.226 -4.701 4.369 0.26
H -5.328 -3.515 3.674 0.39
H -4.501 -3.179 5.208 0.31
```

(3)
Below is a 3-piece molecular cluster, C16H40N3O2 overall at a distorted geometry, with properties calculated with ωB97M-V/def2-TZVPD.

## Properties
Net charge = +1
LUMO energy = -0.1419 hartree
Electronic energy = -947.9454 hartree
HOMO level = -11.561 eV
2S+1 = 1
Kohn-Sham gap = 0.2830 Ha

```
61
Properties=species:S:1:pos:R:3:mulliken_charge:R:1
C 1.918 -4.301 -0.049 -0.91
C 1.656 -3.146 -1.223 -0.44
C 1.275 -1.717 -0.481 0.03
C -0.057 -0.989 -1.139 -0.78
C -1.291 -1.006 -0.010 -0.39
N -2.567 -1.154 -0.800 0.01
C -3.624 -1.852 -0.280 0.22
N -4.870 -1.926 -1.190 -0.56
N -3.729 -2.551 1.038 -0.21
C -3.981 -4.048 0.824 -0.60
C -2.677 -4.832 0.184 -0.68
H 2.315 -5.312 -0.535 0.32
H 2.671 -3.910 0.771 0.30
H 0.908 -4.601 0.503 0.13
H 2.679 -3.010 -1.813 0.30
H 0.788 -3.570 -1.896 0.25
H 2.222 -1.018 -0.624 -0.30
H 1.149 -1.900 0.688 0.38
H 0.225 0.107 -1.458 0.26
H -0.503 -1.595 -2.065 0.43
H -1.037 -1.892 0.712 0.38
H -1.264 0.059 0.514 0.14
H -2.603 -0.720 -1.761 0.36
H -4.975 -2.882 -1.595 0.33
H -5.663 -1.766 -0.530 0.36
H -2.917 -2.445 1.672 0.37
H -4.944 -4.208 0.137 0.23
H -4.223 -4.606 1.851 0.32
H -1.815 -4.859 0.977 0.21
H -2.244 -4.321 -0.783 0.17
H -2.924 -5.969 -0.072 0.38
C 4.743 2.898 1.049 -1.00
C 4.898 1.392 0.941 -0.36
O 4.070 0.804 -0.057 -0.38
C 4.281 1.241 -1.398 -0.17
C 5.682 0.962 -1.914 -1.19
H 3.695 3.167 1.215 0.24
H 5.343 3.286 1.879 0.39
H 5.069 3.404 0.136 0.28
H 4.606 0.940 1.895 0.31
H 5.945 1.113 0.777 0.32
H 4.025 2.300 -1.495 0.29
H 3.565 0.691 -2.020 0.31
H 6.436 1.527 -1.356 0.27
H 5.765 1.246 -2.967 0.39
H 5.928 -0.099 -1.812 0.31
C -3.220 4.046 -0.707 -1.23
C -2.200 3.151 -0.027 0.02
O -1.093 3.860 0.519 -0.41
C -1.389 4.824 1.527 -0.31
C -2.052 4.231 2.759 -1.00
H -2.742 4.660 -1.477 0.31
H -4.008 3.445 -1.172 0.40
H -3.697 4.727 0.004 0.29
H -1.791 2.458 -0.770 0.15
H -2.671 2.530 0.745 0.24
H -1.987 5.638 1.108 0.31
H -0.431 5.265 1.826 0.33
H -3.037 3.817 2.526 0.25
H -2.185 4.998 3.528 0.39
H -1.446 3.418 3.170 0.27
```

(4)
Below is C16H40N4O7P2Pt as an isolated structure, with properties calculated with ωB97M-V/def2-TZVPD.

## Properties
Net charge = +4
LUMO energy (alpha / beta) = -0.3860 / -0.5479 hartree
Electronic energy = -2179.8544 hartree
HOMO level (alpha / beta) = -20.482 / -20.757 eV
2S+1 = 5
Kohn-Sham gap (alpha / beta) = 0.3667 / 0.2149 Ha

```
70
Properties=species:S:1:pos:R:3:mulliken_charge:R:1
Pt 1.139 1.170 -0.032 4.36
C 0.511 3.905 -0.958 -0.55
C 1.245 3.449 -2.200 -0.48
O 1.460 2.007 -2.159 -0.68
C 2.813 1.612 -2.503 -0.69
C 3.787 1.884 -1.378 -0.47
O 3.325 1.171 -0.202 -0.47
C 3.971 1.581 1.032 -0.50
C 3.142 1.085 2.197 -0.90
O 1.776 1.580 2.144 -0.63
C 1.650 2.993 2.477 -0.53
C 0.737 3.684 1.487 -0.54
O 1.233 3.359 0.171 -0.62
H 0.508 4.994 -0.899 0.46
H -0.519 3.537 -0.927 0.18
H 0.663 3.683 -3.091 0.47
H 2.209 3.951 -2.271 0.38
H 2.759 0.545 -2.716 0.22
H 3.127 2.129 -3.410 0.45
H 4.782 1.523 -1.641 0.55
H 3.849 2.948 -1.137 0.32
H 4.970 1.144 1.067 0.52
H 4.065 2.669 1.027 0.37
H 3.053 -0.001 2.181 0.33
H 3.602 1.381 3.140 0.48
H 1.246 3.074 3.487 0.49
H 2.635 3.457 2.464 0.36
H -0.300 3.342 1.566 0.16
H 0.769 4.765 1.636 0.46
C -4.550 -1.283 0.378 -0.75
N -3.625 -0.169 0.270 0.33
C -4.198 1.144 0.055 -0.58
P -1.944 -0.341 0.725 -0.12
O -1.227 0.851 0.240 -1.53
O -1.586 -1.700 -0.073 0.56
P -0.165 -2.007 -0.775 0.05
O 0.940 -1.184 -0.257 -1.41
N -0.436 -2.086 -2.350 0.45
C 0.731 -2.103 -3.270 -0.93
C -1.725 -2.394 -3.004 -0.86
N 0.113 -3.647 -0.268 0.35
C -0.928 -4.656 -0.358 -0.76
C 1.469 -4.120 -0.049 -0.63
N -1.923 -0.697 2.282 0.53
C -2.198 -2.023 2.876 -0.84
C -1.871 0.406 3.276 -0.81
H -5.211 -1.113 1.239 0.39
H -4.026 -2.227 0.492 0.19
H -5.187 -1.297 -0.511 0.40
H -4.743 1.444 0.963 0.36
H -4.942 1.074 -0.743 0.35
H -3.424 1.867 -0.177 0.13
H 1.628 -1.774 -2.750 0.22
H 0.521 -1.422 -4.093 0.39
H 0.875 -3.108 -3.666 0.36
H -2.522 -2.490 -2.272 0.24
H -1.632 -3.327 -3.562 0.36
H -1.963 -1.589 -3.698 0.37
H -1.906 -4.207 -0.505 0.19
H -0.911 -5.256 0.556 0.40
H -0.696 -5.334 -1.189 0.39
H 2.137 -3.290 0.152 0.16
H 1.799 -4.674 -0.940 0.37
H 1.454 -4.839 0.776 0.37
H -2.271 -2.788 2.107 0.22
H -3.131 -1.986 3.439 0.37
H -1.384 -2.271 3.556 0.37
H -1.557 1.330 2.797 0.11
H -1.144 0.135 4.040 0.39
H -2.849 0.534 3.741 0.35
```

What did we get for M? Answer: 389.446; 372.532; 306.515; 657.543 g/mol, in the order shown.